15
Properties=species:S:1:pos:R:3:forces:R:3:lowdin_charge:R:1 method="wB97M-V/def2-TZVPD" total_energy_ev=-7830.675 total_charge=0 spin_multiplicity=1 homo_lumo_gap_ev=10.557 fmax_ha_per_bohr=0.0096
N -0.305957 0.868167 -0.457931 -0.385 -0.027 0.106 0.092
H -2.750538 1.833122 0.023926 0.022 -0.155 0.039 0.071
H 2.472643 0.636539 -0.169829 0.040 -0.153 0.016 0.066
C 1.528124 -1.237832 -0.515555 -0.058 -0.173 0.146 -0.364
C 2.634313 -0.415043 0.083623 -0.042 -0.019 0.106 -0.070
H -0.541848 1.855867 -0.591503 0.017 -0.085 -0.003 0.056
H 2.652465 -0.545167 1.167891 0.017 0.025 -0.139 0.080
H -1.158592 -0.846497 0.153354 -0.058 0.132 -0.002 0.090
H -2.905532 0.642546 1.340604 0.037 -0.007 -0.145 0.078
O 0.854230 -2.030808 0.104776 0.286 0.299 -0.271 0.001
C -2.677213 0.769924 0.275947 -0.015 0.077 -0.005 -0.081
H 3.596467 -0.726131 -0.341550 -0.142 0.024 0.021 0.077
C -1.311451 0.223331 -0.024626 0.172 0.067 -0.060 -0.282
H 1.374071 -1.097723 -1.604178 -0.011 -0.058 0.116 0.112
H -3.441303 0.218483 -0.283410 0.120 0.054 0.074 0.076